1.
{"formula": "C27H35CrN3O11P2", "method": "ωB97M-V/def2-TZVPD", "species": ["Cr", "C", "C", "O", "P", "O", "O", "O", "P", "O", "O", "O", "H", "H", "H", "H", "H", "H", "H", "C", "O", "C", "C", "C", "C", "C", "C", "N", "C", "N", "C", "C", "C", "C", "C", "C", "O", "C", "N", "C", "C", "C", "C", "C", "C", "O", "C", "H", "H", "H", "H", "H", "H", "H", "H", "H", "H", "H", "H", "H", "H", "H", "H", "H", "H", "H", "H", "H", "H", "C", "O", "C", "C", "H", "H", "H", "H", "H", "H"], "coordinates": [[0.07, 1.71, -0.07], [3.05, 4.41, -1.94], [2.92, 4.17, -0.44], [3.94, 4.88, 0.28], [2.94, 2.38, -0.05], [2.73, 2.09, 1.39], [4.45, 2.01, -0.56], [1.97, 1.72, -1.02], [1.29, 4.81, 0.15], [1.49, 5.00, 1.74], [0.96, 6.08, -0.53], [0.31, 3.65, 0.04], [4.00, 4.02, -2.30], [2.99, 5.49, -2.12], [2.24, 3.92, -2.48], [4.77, 4.40, 0.14], [0.53, 1.50, 2.31], [4.47, 1.06, -0.77], [2.15, 5.69, 1.89], [1.43, -4.91, -0.69], [0.04, -5.03, -0.99], [-0.75, -4.68, 0.09], [-1.11, -5.62, 1.03], [-1.88, -5.25, 2.13], [-2.27, -3.93, 2.26], [-1.92, -2.98, 1.31], [-1.18, -3.35, 0.20], [-0.83, -2.47, -0.81], [-0.95, -1.07, -0.68], [-2.21, -0.63, -0.79], [-2.68, 0.71, -0.86], [-1.85, 1.81, -0.70], [-2.47, 3.06, -0.89], [-3.81, 3.19, -1.22], [-4.62, 2.06, -1.33], [-4.04, 0.82, -1.15], [-4.80, -0.34, -1.25], [-5.40, -0.71, -0.01], [0.07, -0.32, -0.47], [1.35, -0.93, -0.40], [2.04, -0.96, 0.80], [3.35, -1.40, 0.84], [3.98, -1.80, -0.32], [3.30, -1.78, -1.54], [1.99, -1.36, -1.58], [1.22, -1.34, -2.71], [1.90, -1.34, -3.94], [1.97, -5.09, -1.62], [1.72, -5.66, 0.05], [1.67, -3.91, -0.31], [-0.77, -6.64, 0.90], [-2.16, -5.99, 2.87], [-2.85, -3.62, 3.13], [-2.20, -1.94, 1.44], [-0.25, -2.80, -1.56], [-2.89, -1.33, -1.04], [-1.87, 3.95, -0.78], [-4.24, 4.17, -1.36], [-5.67, 2.13, -1.57], [-5.94, -1.64, -0.18], [-6.09, 0.07, 0.32], [-4.63, -0.85, 0.76], [1.54, -0.58, 1.68], [3.89, -1.39, 1.78], [5.02, -2.13, -0.30], [3.81, -2.09, -2.44], [1.15, -1.14, -4.70], [2.36, -2.31, -4.15], [2.66, -0.56, -3.97], [-0.92, -0.25, 3.49], [-1.01, 0.07, 2.12], [-0.51, 1.39, 1.83], [-1.40, 2.48, 2.41], [-1.62, 0.34, 4.10], [0.10, -0.07, 3.87], [-1.16, -1.31, 3.61], [-1.33, 2.56, 3.50], [-2.44, 2.28, 2.14], [-1.11, 3.44, 1.99]], "largest_force_ev_per_a": 1.57, "lumo_ev": [2.3, 2.3], "multiplicity": 4, "gap_ev": [7.39, 7.69], "total_charge": -1, "molar_mass_g_mol": 691.53}


2.
{"formula": "C30H36CrN9O7S", "method": "ωB97M-V/def2-TZVPD", "species": ["Cr", "C", "N", "C", "C", "N", "C", "C", "C", "C", "C", "C", "N", "C", "N", "C", "C", "C", "C", "C", "C", "N", "H", "H", "H", "H", "H", "H", "H", "H", "H", "H", "H", "H", "H", "H", "H", "C", "C", "N", "O", "C", "C", "N", "O", "H", "H", "H", "H", "H", "H", "H", "C", "C", "N", "C", "C", "C", "O", "C", "C", "C", "C", "N", "C", "H", "H", "H", "H", "H", "H", "H", "H", "H", "H", "H", "H", "H", "H", "O", "S", "O", "O", "O"], "coordinates": [[0.69, 0.56, 0.90], [4.08, 1.28, 1.46], [2.87, 1.60, 2.20], [2.53, 3.00, 2.22], [1.07, 3.22, 2.34], [0.10, 2.36, 2.13], [-1.08, 3.07, 2.24], [-2.41, 2.71, 2.07], [-3.37, 3.69, 2.24], [-3.05, 5.00, 2.59], [-1.73, 5.38, 2.75], [-0.77, 4.41, 2.56], [0.60, 4.46, 2.63], [3.91, 0.01, 0.69], [2.84, -0.75, 0.75], [3.11, -1.86, -0.02], [2.33, -2.96, -0.31], [2.88, -3.94, -1.10], [4.19, -3.84, -1.59], [4.98, -2.74, -1.32], [4.42, -1.74, -0.54], [4.90, -0.55, -0.05], [4.97, 1.21, 2.10], [4.25, 2.06, 0.70], [2.87, 1.20, 3.13], [2.78, 3.44, 1.22], [3.06, 3.57, 3.00], [-2.70, 1.72, 1.75], [-4.41, 3.44, 2.08], [-3.84, 5.72, 2.72], [-1.46, 6.40, 2.98], [1.16, 5.29, 2.70], [1.32, -3.04, 0.08], [2.30, -4.82, -1.35], [4.58, -4.63, -2.20], [5.99, -2.66, -1.69], [5.72, -0.07, -0.36], [-0.52, -1.84, 4.35], [-0.40, -1.11, 3.05], [0.71, -0.65, 2.54], [1.87, -0.90, 3.28], [-1.50, -0.81, 2.21], [-2.93, -1.18, 2.48], [-1.10, -0.12, 1.15], [-1.91, 0.30, 0.28], [0.47, -2.05, 4.74], [-1.06, -2.77, 4.22], [-1.06, -1.23, 5.07], [2.56, -0.97, 2.59], [-3.01, -2.24, 2.73], [-3.51, -0.97, 1.58], [-3.33, -0.60, 3.30], [-5.19, -0.95, -3.65], [-4.24, -2.04, -4.14], [-2.94, -1.95, -3.49], [-2.62, -2.94, -2.49], [-3.30, -2.66, -1.15], [-2.12, -0.98, -3.95], [-2.43, -0.29, -4.91], [-0.79, -0.74, -3.30], [0.25, -0.30, -4.13], [1.46, 0.01, -3.56], [1.60, -0.06, -2.18], [0.61, -0.44, -1.37], [-0.54, -0.79, -1.93], [-6.15, -1.04, -4.16], [-4.77, 0.02, -3.87], [-5.36, -1.03, -2.58], [-4.09, -1.91, -5.21], [-4.66, -3.03, -3.95], [-1.54, -3.00, -2.37], [-2.97, -3.92, -2.86], [-3.12, -1.64, -0.82], [-2.92, -3.35, -0.40], [-4.38, -2.80, -1.23], [0.06, -0.19, -5.19], [2.29, 0.35, -4.15], [2.53, 0.24, -1.73], [-1.32, -1.06, -1.24], [1.65, 2.64, -2.36], [2.36, 2.53, -1.12], [3.58, 1.73, -1.20], [1.43, 1.76, -0.14], [2.63, 3.80, -0.46]], "largest_force_ev_per_a": 2.30, "lumo_ev": [-0.5, -0.6], "multiplicity": 2, "gap_ev": [7.82, 7.75], "total_charge": 0, "e_above_lowest_ev": 1.894, "molar_mass_g_mol": 718.74}


3.
{"formula": "C4H7N3", "method": "ωB97M-V/def2-TZVPD", "species": ["H", "N", "C", "C", "C", "N", "C", "N", "H", "H", "H", "H", "H", "H"], "coordinates": [[-1.47, 1.80, -1.10], [-2.23, 1.25, -0.70], [-1.85, 0.37, 0.13], [-0.50, 0.07, 0.62], [0.65, 0.24, -0.11], [0.67, 0.39, -1.46], [1.43, -0.98, 0.48], [1.84, -1.24, 1.64], [1.29, -0.84, 2.39], [-2.65, -0.12, 0.69], [-0.44, -0.01, 1.70], [-0.20, 0.46, -1.98], [1.46, 0.04, -1.97], [2.00, -1.44, -0.33]], "smiles": "[H]\\N=C/C=C(N)/C=N\\[H]", "largest_force_ev_per_a": 4.83, "lumo_ev": -0.1, "multiplicity": 1, "gap_ev": 8.57, "total_charge": 0, "e_above_lowest_ev": 2.929, "molar_mass_g_mol": 97.12}


4.
{"formula": "C47H90BrClN2O18PS8", "method": "ωB97M-V/def2-TZVPD", "species": ["C", "C", "C", "P", "C", "C", "C", "C", "C", "N", "O", "C", "N", "C", "C", "C", "Br", "C", "C", "C", "Cl", "O", "H", "H", "H", "H", "H", "H", "H", "H", "H", "H", "H", "H", "H", "H", "H", "H", "H", "H", "H", "H", "H", "H", "H", "H", "H", "H", "C", "C", "C", "S", "O", "O", "C", "H", "H", "H", "H", "H", "H", "H", "H", "C", "C", "C", "S", "O", "O", "C", "H", "H", "H", "H", "H", "H", "H", "H", "C", "C", "C", "S", "O", "O", "C", "H", "H", "H", "H", "H", "H", "H", "H", "C", "C", "C", "S", "O", "O", "C", "H", "H", "H", "H", "H", "H", "H", "H", "C", "C", "C", "S", "O", "O", "C", "H", "H", "H", "H", "H", "H", "H", "H", "C", "C", "C", "S", "O", "O", "C", "H", "H", "H", "H", "H", "H", "H", "H", "C", "C", "C", "S", "O", "O", "C", "H", "H", "H", "H", "H", "H", "H", "H", "C", "C", "C", "S", "O", "O", "C", "H", "H", "H", "H", "H", "H", "H", "H"], "coordinates": [[-2.82, -6.40, 4.40], [-2.49, -5.62, 3.56], [-2.02, -4.64, 2.58], [-0.61, -3.42, 3.15], [-1.84, -3.08, 4.63], [-1.55, -3.37, 5.89], [0.41, -1.87, 3.72], [0.35, -0.75, 2.72], [0.70, -0.96, 1.27], [-0.02, 0.43, 3.05], [0.52, -3.86, 1.92], [1.65, -4.40, 2.49], [2.56, -5.05, 1.54], [3.91, -4.55, 1.73], [4.90, -5.14, 0.69], [1.11, -5.33, 3.65], [0.47, -6.95, 2.66], [2.10, -5.64, 4.78], [2.71, -7.06, 4.78], [1.86, -8.08, 5.50], [4.27, -6.93, 5.76], [0.16, -4.53, 4.26], [-2.94, -7.31, 4.93], [-2.83, -4.06, 2.15], [-1.59, -5.22, 1.75], [-1.28, -2.48, 2.27], [-2.84, -2.66, 4.42], [-0.58, -3.04, 6.25], [-2.22, -3.91, 6.55], [0.03, -1.45, 4.65], [1.48, -2.08, 3.92], [1.69, -1.40, 1.12], [0.68, -0.02, 0.71], [-0.06, -1.62, 0.84], [-0.25, 0.45, 4.04], [2.33, -3.74, 3.06], [2.22, -4.86, 0.60], [3.99, -3.45, 1.63], [4.27, -4.87, 2.71], [5.39, -6.00, 1.13], [4.38, -5.36, -0.25], [5.67, -4.38, 0.53], [1.65, -5.51, 5.76], [2.95, -4.95, 4.77], [3.03, -7.38, 3.79], [0.86, -8.17, 5.08], [1.75, -7.86, 6.56], [2.33, -9.06, 5.39], [3.70, -3.81, -5.09], [3.95, -5.28, -4.75], [3.98, -5.40, -3.22], [2.94, -4.07, -2.60], [3.77, -3.14, -1.87], [1.74, -4.63, -2.03], [2.56, -3.36, -4.19], [3.45, -3.67, -6.14], [4.60, -3.22, -4.87], [3.14, -5.89, -5.16], [4.88, -5.65, -5.19], [3.58, -6.36, -2.88], [4.98, -5.26, -2.82], [2.47, -2.27, -4.09], [1.61, -3.78, -4.52], [-2.85, 4.01, 0.35], [-2.18, 3.13, 1.42], [-0.84, 2.65, 0.86], [-0.32, 3.91, -0.30], [-0.31, 3.34, -1.64], [0.83, 4.62, 0.23], [-1.76, 4.95, -0.14], [-3.70, 4.55, 0.75], [-3.20, 3.37, -0.48], [-2.02, 3.72, 2.33], [-2.81, 2.28, 1.70], [-0.10, 2.54, 1.64], [-0.95, 1.72, 0.32], [-1.99, 5.42, -1.10], [-1.54, 5.72, 0.60], [4.59, -0.07, 8.00], [4.95, 0.44, 6.60], [3.94, -0.17, 5.62], [2.43, -0.45, 6.56], [2.19, -1.86, 6.63], [1.42, 0.48, 6.11], [3.08, 0.11, 8.13], [5.13, 0.48, 8.78], [4.86, -1.13, 8.09], [4.87, 1.52, 6.57], [5.97, 0.17, 6.32], [3.72, 0.50, 4.79], [4.27, -1.13, 5.24], [2.65, -0.48, 8.94], [2.82, 1.16, 8.25], [0.00, 2.17, -2.73], [-0.94, 1.70, -3.84], [-0.07, 1.27, -5.03], [1.49, 0.73, -4.33], [2.53, 1.63, -4.78], [1.62, -0.70, -4.47], [1.09, 1.11, -2.63], [-0.54, 2.30, -1.75], [0.44, 3.14, -3.00], [-1.53, 0.86, -3.48], [-1.64, 2.48, -4.12], [-0.52, 0.44, -5.58], [0.13, 2.10, -5.70], [1.99, 1.46, -2.11], [0.72, 0.20, -2.17], [-6.12, 4.86, -3.99], [-6.91, 3.82, -3.18], [-6.14, 2.49, -3.29], [-4.42, 2.92, -3.54], [-4.02, 2.48, -4.85], [-3.67, 2.58, -2.35], [-4.66, 4.69, -3.58], [-6.46, 5.86, -3.80], [-6.23, 4.66, -5.06], [-6.96, 4.13, -2.14], [-7.93, 3.71, -3.54], [-6.23, 1.90, -2.38], [-6.47, 1.91, -4.15], [-3.96, 5.13, -4.29], [-4.48, 5.08, -2.58], [-11.32, 6.00, -2.00], [-11.44, 7.39, -2.64], [-10.04, 7.80, -3.11], [-9.16, 6.28, -3.46], [-8.08, 6.15, -2.52], [-8.96, 6.15, -4.88], [-10.48, 5.17, -2.96], [-12.29, 5.55, -1.83], [-10.81, 6.08, -1.03], [-12.12, 7.34, -3.49], [-11.85, 8.12, -1.94], [-10.08, 8.41, -4.01], [-9.49, 8.33, -2.33], [-10.05, 4.28, -2.51], [-11.04, 4.91, -3.85], [4.41, 6.52, 5.50], [3.72, 5.63, 4.46], [3.82, 4.18, 4.96], [3.89, 4.28, 6.76], [5.18, 3.81, 7.20], [2.67, 3.78, 7.31], [3.88, 6.07, 6.86], [4.21, 7.58, 5.32], [5.49, 6.38, 5.45], [2.68, 5.92, 4.37], [4.18, 5.73, 3.47], [2.95, 3.59, 4.68], [4.73, 3.70, 4.62], [4.50, 6.39, 7.69], [2.85, 6.39, 7.00], [3.61, -1.28, -9.88], [2.75, -2.06, -10.88], [2.86, -3.55, -10.51], [3.19, -3.60, -8.75], [4.51, -4.15, -8.54], [2.04, -4.13, -8.06], [3.26, -1.83, -8.50], [3.42, -0.21, -9.94], [4.67, -1.45, -10.09], [1.71, -1.74, -10.80], [3.07, -1.89, -11.91], [1.94, -4.09, -10.72], [3.70, -4.03, -11.02], [4.00, -1.60, -7.74], [2.27, -1.50, -8.18]], "largest_force_ev_per_a": 19.26, "lumo_ev": 1.1, "multiplicity": 1, "gap_ev": 4.87, "total_charge": -1, "molar_mass_g_mol": 1374.10}


5.
{"formula": "C4H10O2", "method": "ωB97M-V/def2-TZVPD", "species": ["C", "C", "C", "O", "C", "O", "H", "H", "H", "H", "H", "H", "H", "H", "H", "H"], "coordinates": [[1.47, 0.98, -1.35], [1.00, -0.12, -0.40], [-0.40, 0.08, 0.15], [-1.26, 0.60, -0.84], [-1.11, -1.11, 0.77], [-2.30, -0.50, 1.28], [2.50, 0.81, -1.66], [0.84, 1.01, -2.25], [1.42, 1.97, -0.88], [1.08, -1.10, -0.91], [1.66, -0.17, 0.47], [-0.39, 0.80, 1.05], [-2.14, 0.45, -0.44], [-0.53, -1.57, 1.58], [-1.39, -1.88, 0.04], [-1.92, 0.32, 1.66]], "smiles": "CC[C@@H](O)CO", "largest_force_ev_per_a": 1.23, "lumo_ev": 0.9, "multiplicity": 1, "gap_ev": 11.08, "total_charge": 0, "e_above_lowest_ev": 1.026, "molar_mass_g_mol": 90.12}